Entry 1:
The following is a quantum chemistry calculation of the molecule C23H34N2O3, from the OMol25 dataset.

Each line ends with the Löwdin charge.
Element x y z (Å)
1 C -5.8802 0.1692 3.7683  -0.11
2 C -5.4297 -1.1315 3.1141  -0.20
3 C -3.9919 -1.1427 2.5618  -0.48
4 C -3.2398 -2.3715 3.0577  -0.05
5 C -3.8395 -0.9588 1.0316  -0.07
6 C -2.6236 -0.0444 1.2648  -0.19
7 C -2.5816 1.2385 0.4735  -0.43
8 O -3.5914 1.8279 0.1157  0.06
9 N -1.3530 1.7316 0.2188  -0.01
10 C 0.0146 1.3114 0.5153  -0.02
11 C 0.4920 2.5310 -0.3330  -0.42
12 C 1.2540 2.1902 -1.5992  -0.04
13 C 2.6904 2.0796 -1.0611  -0.16
14 C 2.9980 0.6503 -0.6166  -0.41
15 O 3.1188 0.3320 0.5618  0.06
16 N 3.1119 -0.2546 -1.5998  -0.04
17 C 3.1244 -0.1522 -3.0263  -0.24
18 C 4.5930 -0.4801 -3.3632  -0.03
19 C 5.4168 -1.0317 -2.4576  -0.05
20 C 4.9442 -1.6344 -1.1154  -0.08
21 C 3.4397 -1.6654 -1.3672  -0.29
22 C 2.1129 -2.2881 -0.9821  -0.09
23 C 1.2245 -1.7797 -2.1946  -0.13
24 C 1.9889 -1.1790 -3.4409  -0.10
25 C 2.6785 3.0547 0.1286  -0.11
26 O 1.3166 3.4595 0.3242  -0.05
27 C -0.9784 2.9693 -0.4510  -0.01
28 C -3.0981 0.1197 2.7341  -0.07
29 H -6.8910 0.0655 4.1650  0.07
30 H -5.2239 0.4428 4.5966  0.08
31 H -5.8881 0.9994 3.0599  0.07
32 H -5.5323 -1.9338 3.8509  0.10
33 H -6.1144 -1.3861 2.2998  0.11
34 H -2.2258 -2.4143 2.6526  0.08
35 H -3.1672 -2.3598 4.1478  0.09
36 H -3.7581 -3.2877 2.7630  0.09
37 H -3.6845 -1.8607 0.4366  0.12
38 H -4.6588 -0.3730 0.6139  0.12
39 H -1.6758 -0.5789 1.2036  0.13
40 H 0.2958 1.3911 1.5669  0.14
41 H 0.2847 0.3233 0.1377  0.11
42 H 0.8909 1.2851 -2.0863  0.12
43 H 1.1681 3.0228 -2.3004  0.14
44 H 3.4247 2.3736 -1.8120  0.15
45 H 2.8844 0.8508 -3.3805  0.13
46 H 4.9799 -0.1829 -4.3311  0.10
47 H 6.4643 -1.1500 -2.7123  0.10
48 H 5.3914 -2.6240 -1.0004  0.12
49 H 5.2273 -1.0293 -0.2533  0.11
50 H 3.4943 -2.1063 -2.3559  0.11
51 H 2.1634 -3.3776 -0.9601  0.11
52 H 1.7159 -1.9373 -0.0303  0.10
53 H 0.5916 -2.5914 -2.5572  0.11
54 H 0.5422 -1.0121 -1.8265  0.08
55 H 1.2495 -0.6776 -4.0675  0.11
56 H 2.4124 -1.9775 -4.0536  0.11
57 H 3.0524 2.5525 1.0209  0.12
58 H 3.2629 3.9539 -0.0610  0.13
59 H -1.3696 3.0681 -1.4648  0.13
60 H -1.2108 3.8662 0.1253  0.14
61 H -3.6746 1.0365 2.8395  0.11
62 H -2.3328 0.0782 3.5107  0.12

Computed properties:
2S+1   1
SMILES   CC[C@]1(C)C[C@H](C(=O)N2CC3(C[C@H](C(=O)N4[C@H]5CC=C[C@H]4CCC5)CO3)C2)C1
F_max   0.15 eV/A
Electronic energy   -1231.94696 hartree
Energy relative to the best compared isomer or geometry (same formula, charge and spin)   97.3 kcal/mol
Frontier orbital gap   9.660 eV

Entry 2:
The following is a quantum chemistry calculation of a cluster of 2 separate species, C4H12 in total at a distorted geometry, from the OMol25 dataset.

Each line ends with the Löwdin charge.
Element x y z (Å)
1 C 1.2589 -1.8436 -0.1007  -0.17
2 C 0.4368 -2.5294 -1.1883  -0.17
3 H 1.4982 -2.3666 0.8281  0.06
4 H 2.1885 -1.5006 -0.5656  0.06
5 H 0.7388 -0.9625 0.2972  0.04
6 H 1.1305 -2.6727 -2.0272  0.06
7 H -0.3633 -2.0014 -1.7123  0.06
8 H -0.1252 -3.4109 -0.8607  0.06
9 C -1.5264 2.1999 0.4090  -0.18
10 C -0.1071 2.1432 0.9456  -0.17
11 H -1.6830 2.5342 -0.6045  0.06
12 H -2.0803 1.2645 0.5317  0.06
13 H -2.1215 2.8442 1.0837  0.06
14 H -0.0819 1.7909 1.9528  0.06
15 H 0.4252 3.0736 0.7167  0.07
16 H 0.4117 1.4374 0.2945  0.04

Computed properties:
2S+1   1
SMILES   CC.CC
F_max   2.51 eV/A
Electronic energy   -159.56263 hartree
Energy relative to the best compared isomer or geometry (same formula, charge and spin)   14.0 kcal/mol
Frontier orbital gap   12.275 eV

Entry 3:
The following is a quantum chemistry calculation of the molecule C7H8BrNS at a distorted geometry, from the OMol25 dataset.

Each line ends with the Löwdin charge.
Element x y z (Å)
1 C -1.9784 2.2225 1.0742  -0.29
2 C -1.1410 1.2112 0.8167  -0.31
3 C 0.2991 1.4060 0.8202  -0.01
4 C -0.1627 4.0165 0.5941  -0.95
5 C -1.5422 -0.1429 0.2635  -0.12
6 C -0.1680 -0.6529 -0.1436  -0.19
7 C 2.1516 0.0808 0.0297  -0.07
8 N 0.7699 0.3403 0.2528  -0.20
9 S -1.3234 3.8007 1.7580  0.79
10 Br 1.2450 5.2707 1.0039  0.48
11 H -2.9856 2.2296 0.9402  0.03
12 H -2.1157 -0.7930 0.9957  0.14
13 H -2.1351 -0.0803 -0.6633  0.12
14 H -0.0553 -1.6886 0.4951  0.17
15 H -0.2335 -1.0351 -1.1241  0.10
16 H 2.4071 -0.9449 -0.2014  0.07
17 H 2.7501 0.6729 -0.7575  0.11
18 H 2.7296 0.2836 1.0321  0.13

Computed properties:
2S+1   1
F_max   5.81 eV/A
Electronic energy   -3298.26926 hartree
Energy relative to the best compared isomer or geometry (same formula, charge and spin)   96.4 kcal/mol
Frontier orbital gap   7.747 eV

no.,HOMO (eV)
1,-9.0677
2,-11.1810
3,-7.5962